Record 1
{
  "formula": "C5H10OS",
  "method": "wB97M-V/def2-TZVPD",
  "relative_energy_kcal_mol": 72.2,
  "homo_ha": -0.294,
  "gap_ha": 0.326,
  "lumo_ev": 0.86,
  "species": ["C", "S", "C", "C", "C", "H", "H", "H", "H", "H", "H", "H", "H", "C", "O", "H", "H"],
  "positions_angstrom": [[1.05, -0.49, 1.06], [0.27, 0.92, 0.11], [-1.43, 0.41, -0.25], [-2.08, -0.94, 0.01], [-2.38, 0.13, 0.90], [0.26, -1.21, 1.41], [1.66, -0.95, 0.28], [1.63, -0.04, 1.83], [-1.70, 0.93, -1.26], [-1.37, -1.81, 0.27], [-2.87, -1.44, -0.69], [-3.24, 0.64, 0.85], [-1.96, 0.19, 1.89], [3.04, 0.93, -1.61], [2.68, -0.21, -1.59], [3.87, 1.28, -2.33], [2.55, 1.67, -0.87]]
}

***

Record 2
{
  "formula": "C3H6NOS",
  "method": "wB97M-V/def2-TZVPD",
  "relative_energy_kcal_mol": 30.6,
  "homo_ha": -0.102,
  "gap_ha": 0.252,
  "charge": -1,
  "lumo_ev": 4.08,
  "species": ["N", "C", "C", "O", "C", "S", "H", "H", "H", "H", "H", "H"],
  "positions_angstrom": [[-0.94, -0.96, -0.85], [-0.40, 0.30, -0.30], [0.95, 0.73, -0.85], [1.26, 0.57, -2.01], [-0.22, 0.12, 1.24], [1.06, -1.08, 1.73], [-0.47, -1.20, -1.71], [-0.67, -1.61, -0.12], [-1.05, 1.19, -0.36], [1.66, 1.05, -0.07], [-1.15, -0.23, 1.68], [-0.03, 1.13, 1.62]]
}